Computed, not measured: 2 unconnected molecules or ions with the total composition C4H7N7 in a non-equilibrium geometry, with ωB97M-V/def2-TZVPD.

Computed properties:
Lowest unoccupied orbital energy = 0.1613 eV
ΔE to the lowest compared entry with this formula, charge and spin = 149.4 kJ/mol
E = -539.6950 Eh
Net charge = 0
HOMO-LUMO gap = 8.952 eV
Highest occupied orbital energy = -8.8 eV

Each line ends with the Mulliken charge.
Atoms and positions in Å:
1 C -1.356 -0.191 -0.740  0.5907
2 C -0.215 -0.619 -0.043  -0.3037
3 C 1.774 2.718 1.524  -0.4186
4 C 1.021 -2.547 0.709  -0.9033
5 N -2.705 1.138 -1.880  -0.5026
6 N -1.435 1.015 -1.378  0.2538
7 N -2.575 -0.762 -0.815  -0.3447
8 N -3.330 0.098 -1.523  -0.2760
9 N 1.117 1.817 -0.557  -0.8476
10 N 1.367 2.242 0.455  0.7326
11 N 0.024 -1.880 -0.225  -0.1835
12 H 1.288 2.315 2.518  0.2011
13 H 2.099 3.665 1.710  0.2954
14 H -0.729 1.686 -1.548  0.3081
15 H 0.667 -3.250 1.328  0.3805
16 H 1.605 -1.882 1.265  0.3557
17 H 1.911 -2.954 0.081  0.2969
18 H -0.527 -2.608 -0.881  0.3655

Computed, not measured: C4H7NO in the gas phase, with ωB97M-V/def2-TZVPD.

Computed properties:
Lowest unoccupied orbital energy = 0.0894 eV
ΔE to the lowest compared entry with this formula, charge and spin = 508.4 kJ/mol
E = -286.4380 Eh
Net charge = 0
HOMO-LUMO gap = 8.824 eV
Highest occupied orbital energy = -8.7 eV

Each line ends with the Mulliken charge.
Atoms and positions in Å:
1 C -1.557 -0.055 0.097  -0.3618
2 N -1.241 1.332 0.268  -0.5696
3 C -0.632 0.650 -0.895  0.0178
4 C 0.547 -0.151 -0.916  -0.5815
5 C 1.364 -0.231 0.312  -0.0669
6 O 1.917 -1.517 0.473  -0.4740
7 H -1.132 -0.795 0.774  0.2366
8 H -2.549 -0.292 -0.279  0.2555
9 H -0.563 1.454 1.015  0.3139
10 H -1.101 0.925 -1.836  0.3914
11 H 1.889 -1.899 -0.418  0.3562
12 H 2.146 0.538 0.119  0.2051
13 H 0.912 0.041 1.284  0.2772

Computed, not measured: C4H7NO in the gas phase in a non-equilibrium geometry, with ωB97M-V/def2-TZVPD.

Computed properties:
Lowest unoccupied orbital energy = 1.2018 eV
ΔE to the lowest compared entry with this formula, charge and spin = 409.1 kJ/mol
E = -286.4758 Eh
SMILES string = C1N[C@H]1[C@H]1CO1
Net charge = 0
HOMO-LUMO gap = 10.306 eV
Highest occupied orbital energy = -9.1 eV

Each line ends with the Mulliken charge.
Atoms and positions in Å:
1 C 0.804 0.413 -1.616  -0.3189
2 N 0.244 -0.745 -1.038  -0.3614
3 C -0.507 0.387 -0.642  -0.3407
4 C -0.609 0.484 0.905  -0.0330
5 C -0.117 -0.601 1.792  -0.3983
6 O 0.615 0.598 1.606  -0.4332
7 H 1.634 0.907 -1.124  0.1655
8 H 0.895 0.450 -2.735  0.2540
9 H -0.026 -1.606 -1.477  0.1876
10 H -1.329 0.890 -1.161  0.3857
11 H -1.428 1.089 1.326  0.4029
12 H -0.527 -0.729 2.802  0.2539
13 H 0.327 -1.497 1.360  0.2358

Computed, not measured: 2 unconnected molecules or ions with the total composition C4H7NO, with ωB97M-V/def2-TZVPD.

Computed properties:
Lowest unoccupied orbital energy = 0.7169 eV
ΔE to the lowest compared entry with this formula, charge and spin = 522.7 kJ/mol
E = -286.4326 Eh
Net charge = 0
HOMO-LUMO gap = 9.149 eV
Highest occupied orbital energy = -8.4 eV

Each line ends with the Mulliken charge.
Atoms and positions in Å:
1 O -0.807 2.118 1.627  -0.6609
2 C -0.735 -0.668 0.425  -0.9231
3 C -0.876 0.165 -0.847  -0.0829
4 C 0.236 -0.773 -1.053  0.0070
5 N 1.452 -0.208 -0.480  -0.4911
6 C 0.652 -0.856 0.538  0.1233
7 H 0.103 1.852 1.444  0.3142
8 H -1.275 1.274 1.694  0.3521
9 H -0.539 1.203 -0.830  0.2500
10 H -1.824 0.013 -1.358  0.2282
11 H 0.249 -1.694 -1.626  0.3452
12 H 2.263 -0.790 -0.689  0.2658
13 H 1.101 -1.637 1.153  0.2722

Computed, not measured: 2 unconnected molecules or ions with the total composition C4H7NO, with ωB97M-V/def2-TZVPD.

Computed properties:
Lowest unoccupied orbital energy = 0.9313 eV
ΔE to the lowest compared entry with this formula, charge and spin = 375.5 kJ/mol
E = -286.4886 Eh
SMILES string = C1=NC1.CC=O
Net charge = 0
HOMO-LUMO gap = 10.669 eV
Highest occupied orbital energy = -9.7 eV

Each line ends with the Mulliken charge.
Atoms and positions in Å:
1 C 0.030 0.888 1.074  -0.1114
2 N -1.071 0.316 1.272  -0.4687
3 C -1.025 1.466 0.281  -0.2018
4 H 1.052 0.843 1.429  0.3616
5 H -1.472 2.388 0.634  0.2491
6 H -1.168 1.211 -0.774  0.1848
7 C 1.135 -0.755 -0.624  -1.0762
8 C -0.308 -1.217 -0.391  0.2311
9 O -1.185 -1.001 -1.194  -0.5077
10 H 1.813 -0.916 0.225  0.3051
11 H 1.262 0.269 -1.004  0.3555
12 H 1.421 -1.430 -1.428  0.3210
13 H -0.444 -1.896 0.472  0.3577

Computed, not measured: a molecular structure, C4H7NO, with ωB97M-V/def2-TZVPD.

Computed properties:
Lowest unoccupied orbital energy = 0.8783 eV
ΔE to the lowest compared entry with this formula, charge and spin = 500.4 kJ/mol
E = -286.4411 Eh
Net charge = 0
HOMO-LUMO gap = 9.884 eV
Highest occupied orbital energy = -9.0 eV

Each line ends with the Mulliken charge.
Atoms and positions in Å:
1 C 1.650 0.427 -0.308  -0.8116
2 N 0.216 0.337 -0.553  -0.1845
3 C -0.808 0.996 0.679  -0.7554
4 C -0.599 -0.446 0.369  0.3068
5 C -1.729 -1.206 -0.266  -0.3199
6 O -2.122 -2.270 0.143  -0.4637
7 H 2.016 1.389 -0.675  0.3104
8 H 2.155 -0.372 -0.857  0.2862
9 H 1.891 0.343 0.759  0.3251
10 H -0.089 1.288 1.459  0.1968
11 H -0.388 1.265 -0.660  0.4268
12 H 0.005 -1.060 1.039  0.3716
13 H -2.198 -0.691 -1.131  0.3114

Computed, not measured: C4H7NO in the gas phase, with ωB97M-V/def2-TZVPD.

Computed properties:
Lowest unoccupied orbital energy = 1.0208 eV
ΔE to the lowest compared entry with this formula, charge and spin = 227.7 kJ/mol
E = -286.5449 Eh
SMILES string = C1OC[C@H]2N[C@@H]12
Net charge = 0
HOMO-LUMO gap = 10.483 eV
Highest occupied orbital energy = -9.5 eV

Each line ends with the Mulliken charge.
Atoms and positions in Å:
1 C -1.197 -0.735 0.184  -0.5129
2 O -0.056 -1.509 0.537  -0.3938
3 C 1.141 -0.788 0.261  -0.5206
4 C 0.738 0.687 0.190  -0.1016
5 N 0.204 0.857 -1.166  -0.6076
6 C -0.720 0.686 -0.043  -0.0535
7 H -1.901 -0.781 1.025  0.3027
8 H -1.685 -1.138 -0.712  0.2380
9 H 1.904 -1.051 0.998  0.3081
10 H 1.501 -1.084 -0.738  0.2289
11 H 1.182 1.522 0.739  0.4415
12 H 0.264 1.818 -1.485  0.2355
13 H -1.376 1.517 0.210  0.4353

Computed, not measured: a molecular structure, C4H7NO in a non-equilibrium geometry, with ωB97M-V/def2-TZVPD.

Computed properties:
Lowest unoccupied orbital energy = 0.4412 eV
ΔE to the lowest compared entry with this formula, charge and spin = 530.8 kJ/mol
E = -286.4295 Eh
Net charge = 0
HOMO-LUMO gap = 9.078 eV
Highest occupied orbital energy = -8.6 eV

Each line ends with the Mulliken charge.
Atoms and positions in Å:
1 N -1.193 1.867 0.467  -0.6837
2 C -0.405 0.962 0.097  0.4351
3 C 1.001 0.631 0.557  -0.2686
4 C 1.093 -0.637 -0.271  -0.3989
5 C -0.825 -1.288 -0.167  -0.5144
6 O -0.734 0.028 -0.867  -0.4209
7 H -2.076 1.740 -0.038  0.2932
8 H 1.718 1.429 0.289  0.2762
9 H 1.085 0.442 1.631  0.2196
10 H 1.442 -1.543 0.128  0.3498
11 H 1.470 -0.420 -1.300  0.2493
12 H -1.837 -1.226 0.353  0.2488
13 H -0.981 -2.055 -0.936  0.2144

Computed, not measured: 2 unconnected molecules or ions with the total composition C4H7NO in a non-equilibrium geometry, with ωB97M-V/def2-TZVPD.

Computed properties:
Lowest unoccupied orbital energy = -1.4743 eV
ΔE to the lowest compared entry with this formula, charge and spin = 375.0 kJ/mol
E = -286.4888 Eh
Net charge = 0
HOMO-LUMO gap = 7.257 eV
Highest occupied orbital energy = -8.7 eV

Each line ends with the Mulliken charge.
Atoms and positions in Å:
1 C 2.468 0.095 -0.009  -0.2711
2 C -0.577 0.028 1.424  -1.2174
3 C -0.574 0.651 -1.089  -1.2540
4 C -0.418 -0.348 0.000  0.9630
5 N 3.610 -0.041 -0.103  -0.4546
6 O -0.436 -1.653 -0.271  -0.3650
7 H -0.213 1.037 1.598  0.3470
8 H -1.633 -0.019 1.717  0.3890
9 H -0.032 -0.668 2.059  0.3505
10 H -0.088 1.586 -0.823  0.3277
11 H -1.634 0.869 -1.266  0.3931
12 H -0.144 0.289 -2.022  0.4302
13 H -0.327 -1.825 -1.215  0.3617

Computed, not measured: C4H7NO in the gas phase in a non-equilibrium geometry, with ωB97M-V/def2-TZVPD.

Computed properties:
Lowest unoccupied orbital energy = 0.3662 eV
ΔE to the lowest compared entry with this formula, charge and spin = 495.2 kJ/mol
E = -286.4430 Eh
Net charge = 0
HOMO-LUMO gap = 8.554 eV
Highest occupied orbital energy = -8.2 eV

Each line ends with the Mulliken charge.
Atoms and positions in Å:
1 C -1.779 -0.488 0.529  -0.6321
2 C 0.280 0.159 -0.983  -0.6167
3 O -1.231 0.612 -0.220  -0.3223
4 C 1.205 0.049 0.240  -0.0936
5 C 2.576 0.057 -0.281  0.0822
6 N 3.655 0.077 -0.699  -0.4019
7 H -2.846 -0.307 0.679  0.3122
8 H -1.595 -1.420 -0.012  0.3411
9 H -1.271 -0.492 1.493  0.2613
10 H 0.457 1.186 -1.355  0.1447
11 H -1.725 0.666 -1.053  0.4332
12 H 1.075 -0.900 0.778  0.2199
13 H 1.131 0.866 0.977  0.2719